1.
C46H41AsLuN5O7P2S | ωB97M-V/def2-TZVPD

CARTESIAN COORDINATES (ANGSTROEM)
C1 -1.467 6.463 0.960
O1 -7.133 3.723 1.625
H1 -5.150 7.452 0.172
O2 -5.197 2.985 0.125
C2 -4.121 7.216 0.463
C3 -3.827 0.511 -2.559
N1 -0.709 3.971 0.824
H2 2.455 -7.517 2.670
As1 3.926 -4.301 -0.663
C4 2.398 -8.557 0.728
C5 -2.662 4.952 -4.768
C6 7.555 -2.580 0.108
H3 5.713 -5.065 -6.312
H4 2.611 1.964 8.197
C7 3.125 -7.219 -1.186
O3 -4.864 0.117 3.397
C8 2.652 -8.402 -0.627
H5 -4.232 0.229 4.087
C9 2.641 -7.474 1.582
H6 2.446 -9.185 -1.355
C10 4.588 -4.671 -2.569
H7 -2.118 -0.030 -3.755
H8 -0.399 6.223 1.099
C11 -3.596 -1.576 -3.788
N2 -3.273 1.707 -2.226
H9 5.765 -2.326 -1.049
C12 -0.918 1.519 0.783
S1 3.346 -4.878 2.163
H10 -1.167 0.741 6.677
H11 -0.141 3.818 4.828
H12 8.136 -5.225 2.232
P1 -4.620 1.064 2.120
C13 6.365 -4.960 0.999
C14 -5.134 0.122 -2.125
C15 0.209 2.243 6.142
H13 -0.604 -0.615 0.534
C16 1.673 1.757 7.688
O4 -4.205 0.365 0.778
N3 -2.028 4.094 0.681
C17 -3.401 3.852 -5.260
C18 -2.806 2.624 -3.235
C19 3.232 -6.295 1.114
C20 5.740 -4.115 0.088
H14 2.903 1.464 1.729
C21 -4.895 -1.920 -3.393
C22 5.437 -4.934 -5.237
O5 -6.146 1.574 2.051
H15 5.889 -5.875 1.337
C23 -2.488 5.475 0.793
N4 -0.295 1.229 6.861
C24 -3.189 8.179 0.716
N5 1.394 2.566 6.626
H16 3.429 -6.948 -2.188
C25 1.266 0.374 1.092
H17 -3.304 9.268 0.627
C26 5.649 -5.534 -2.878
H18 -3.017 -2.318 -4.339
H19 9.172 -3.066 1.407
C27 -0.134 0.384 0.815
H20 -2.714 5.933 -5.320
H21 -0.728 2.168 4.185
H22 1.709 3.807 1.115
H23 -5.743 0.817 -1.566
P2 -6.560 2.556 0.791
C28 -1.819 7.758 0.975
H24 1.749 -0.596 1.169
C29 -0.125 2.742 0.827
H25 1.828 -9.477 0.997
C30 -0.592 2.836 5.104
H26 -3.975 3.805 -6.207
O6 -7.434 1.802 -0.082
C31 6.309 -2.963 -0.361
C32 -3.409 2.666 -4.511
C33 -1.901 3.644 -2.813
H27 -1.021 8.506 1.295
C34 3.434 -6.168 -0.321
C35 -5.636 -1.030 -2.599
H28 -5.318 -2.821 -3.910
H29 -1.293 3.559 -1.920
C36 0.631 0.851 7.821
C37 4.495 -3.931 -4.886
C38 5.928 -5.782 -4.261
O7 -3.645 2.179 2.353
H30 7.885 -1.667 -0.237
C39 3.972 -3.936 -3.578
H31 -1.389 5.717 -3.160
C40 -3.806 5.854 0.527
H32 -4.580 5.105 0.423
H33 6.175 -6.081 -2.037
H34 -6.580 -1.438 -2.159
C41 1.928 1.585 1.294
H35 -3.976 1.775 -4.809
H36 3.975 -3.379 -5.696
H37 -7.905 4.255 1.297
C42 -3.134 -0.339 -3.459
H38 0.508 -0.066 8.452
C43 1.290 2.807 1.093
H39 -1.571 3.085 5.513
C44 7.642 -4.573 1.489
Lu1 -3.189 2.158 0.106
C45 8.189 -3.373 1.034
H40 3.180 -3.224 -3.285
H41 6.611 -6.568 -4.486
C46 -1.870 4.803 -3.600

The LUMO energy is 0.0924 Ha. The HOMO energy comes out at -2.13 eV. The gap between HOMO and LUMO comes out at 4.646 eV. The charge is -2.

Here are the Löwdin charges for atoms 1 to 4, given in e: -0.070, -0.103, 0.105, -0.479

2.
C46H41F40NO8 | ωB97M-V/def2-TZVPD

CARTESIAN COORDINATES (ANGSTROEM)
F1 10.466 2.394 -2.476
F2 -7.483 -6.262 4.253
C1 11.608 1.151 -0.854
F3 -5.242 -2.571 11.340
C2 -3.859 6.984 -4.806
F4 -7.248 -4.120 4.008
F5 -7.568 -3.634 10.065
H1 0.500 4.126 -4.150
F6 -4.811 -1.447 9.526
C3 4.580 0.871 -6.529
H2 -7.055 -3.013 6.167
C4 6.007 -0.550 -3.350
H3 -3.046 7.200 -5.625
H4 -4.000 2.637 0.743
H5 3.729 5.346 -3.987
H6 3.292 7.091 -3.423
C5 4.552 -0.809 -2.978
C6 5.209 -0.528 -6.496
F7 -5.000 -2.490 5.192
H7 -9.887 -3.515 2.552
F8 3.331 0.833 -7.066
F9 0.411 -3.391 1.543
C7 12.672 -0.983 -0.477
C8 -1.198 -4.529 2.907
H8 5.189 1.560 -7.120
H9 -0.437 -0.530 -1.178
F10 -1.624 -5.450 2.010
F11 12.692 -1.457 -2.827
C9 13.239 -1.813 -1.636
C10 -3.146 2.755 -0.048
C11 -6.340 -3.192 6.978
H10 -8.972 -4.976 4.509
F12 -5.690 -4.220 9.159
H11 -10.025 -4.428 1.086
C12 -6.490 -3.152 9.388
F13 -0.966 -4.550 -0.046
O1 12.826 0.423 -0.673
N1 2.489 3.964 -1.907
C13 0.522 3.148 -3.506
C14 2.109 5.387 -2.243
F14 4.400 -1.463 -5.942
C15 -2.502 -2.791 0.496
C16 -3.024 -3.391 1.810
F15 4.202 -0.088 -1.879
F16 1.074 -5.188 2.580
H12 -5.849 -2.293 0.686
C17 -5.032 -2.501 6.562
H13 -6.527 -1.287 10.514
H14 2.081 6.124 -4.513
H15 9.063 0.283 -1.874
H16 7.566 -1.496 -4.441
C18 0.240 0.412 -1.401
O2 6.472 -0.555 -5.832
C19 2.822 6.026 -3.613
F17 3.689 -0.456 -3.954
F18 9.494 0.172 -3.808
H17 0.780 0.294 -2.437
H18 -7.718 7.722 -4.209
F19 -1.325 -5.115 4.129
C20 -3.044 4.037 -1.084
H19 3.099 5.175 0.841
F20 -5.081 -1.195 6.936
H20 10.863 0.897 -0.090
O3 -0.886 6.271 -3.625
F21 4.449 1.394 -5.283
C21 -8.121 -5.136 3.837
H21 6.045 -2.280 -4.711
C22 -8.584 -5.282 2.392
H22 -2.788 -4.480 -0.842
C23 -3.443 6.158 -3.445
F22 6.254 0.779 -3.492
C24 -4.250 5.175 -0.935
C25 -0.802 1.717 -1.359
H23 -3.661 -4.186 6.648
F23 -3.543 -2.107 -0.077
F24 -3.697 -3.255 8.405
C26 -3.758 -3.174 7.059
C27 -0.660 3.026 -2.378
H24 14.322 -1.688 -1.714
C28 -7.724 -2.210 1.793
F25 10.363 -1.152 -2.326
H25 4.389 -1.866 -2.739
H26 -5.702 8.180 -6.029
C29 3.311 4.065 0.508
H27 -2.037 0.648 0.527
F26 12.971 -3.136 -1.468
O4 -4.839 5.421 0.239
C30 9.931 0.112 -2.521
F27 -8.028 -0.990 1.274
F28 13.347 -1.276 0.667
C31 -9.289 -4.050 1.805
H28 4.316 4.056 -0.135
C32 -6.224 6.502 -2.583
O5 -6.994 -2.674 8.141
F29 -9.476 -6.322 2.336
H29 3.361 3.377 1.454
F30 -5.872 -3.704 2.085
C33 2.050 2.965 -2.948
O6 -2.105 -3.426 2.907
H30 2.308 1.887 -2.549
H31 1.074 3.969 -0.128
F31 -1.519 -3.175 -1.631
H32 1.015 0.469 -0.497
F32 -1.561 -1.851 0.780
H33 0.616 -3.486 3.517
H34 0.338 2.254 -4.275
F33 11.370 -1.252 -0.218
H35 -3.516 -4.360 1.660
C34 6.501 -1.289 -4.604
F34 12.024 1.048 -3.176
F35 -2.660 -2.472 6.668
F36 -8.188 -2.196 3.066
H36 11.882 2.190 -0.631
F37 -7.557 -5.638 1.576
H37 -7.077 6.342 -1.764
C35 -6.642 7.321 -3.967
C36 11.014 1.154 -2.271
C37 -1.828 4.213 -2.219
C38 -5.406 7.566 -5.059
H38 2.083 2.383 -0.436
C39 -6.210 -2.445 1.707
C40 -5.809 -2.056 10.217
F38 6.793 -0.961 -2.304
C41 2.117 3.565 -0.498
O7 1.301 6.169 -1.518
C42 -2.001 1.589 -0.202
F39 5.449 -0.951 -7.768
O8 -8.477 -3.156 1.035
C43 0.260 -4.104 2.688
H39 -3.827 -2.729 2.156
C44 -1.987 -3.804 -0.520
H40 2.768 3.129 -3.888
F40 -5.536 -1.599 2.531
H41 -6.240 -4.283 7.018
C45 -4.670 5.955 -2.326
C46 -1.910 5.568 -3.136

As for the SMILES: CCN(CCc1c(C)ccc2c1C(=O)c1ccccc1C2=O)C(C)=O.FC(F)C(F)(F)COC(F)(F)C(F)F.FC(F)C(F)(F)COC(F)(F)C(F)F.FC(F)C(F)(F)COC(F)(F)C(F)F.FC(F)C(F)(F)COC(F)(F)C(F)F.FC(F)C(F)(F)COC(F)(F)C(F)F. The LUMO energy is -0.0524 Ha. The HOMO energy comes out at -8.41 eV. The gap between HOMO and LUMO comes out at 6.980 eV. The charge is 0.

Here are the Löwdin charges for atoms 1 to 4, given in e: 0.104, 0.093, -0.052, 0.095

3.
C46H42BrN4P2S2Se3TeY | ωB97M-V/def2-TZVPD

CARTESIAN COORDINATES (ANGSTROEM)
H1 0.279 -6.460 -0.999
H2 1.271 2.683 2.318
C1 -5.858 -1.034 -0.047
C2 1.595 0.780 5.660
C3 1.530 -1.572 1.696
H3 -1.234 0.027 -4.714
C4 -0.620 4.520 -1.258
H4 2.262 -0.880 4.477
C5 4.763 -0.646 0.629
Se1 -3.301 -0.477 2.817
H5 -3.380 -4.729 -2.512
C6 6.271 0.607 2.595
C7 -1.715 4.155 0.852
C8 -1.076 -6.265 2.101
C9 4.885 0.618 2.672
H6 6.855 1.095 3.365
Se2 -1.301 -0.217 4.082
H7 -1.537 2.201 1.685
C10 -3.647 -3.904 -3.159
H8 7.983 -0.036 1.474
Te1 -4.482 1.778 2.774
N1 -5.813 -3.506 -7.442
Br1 -1.684 -3.916 3.669
Se3 -1.477 -1.558 5.966
H9 -6.904 -1.291 0.115
C11 2.514 5.994 -1.188
C12 -5.764 0.380 -0.617
H10 1.621 0.224 6.587
C13 0.417 -1.231 -4.172
H11 2.178 3.668 0.581
H12 -3.439 -0.528 -3.278
H13 -1.426 -6.850 2.938
C14 6.146 -0.653 0.552
H14 -5.409 -1.761 -0.723
H15 -2.359 4.483 1.658
H16 3.182 6.661 -0.643
H17 0.464 2.866 -2.064
N2 -0.692 -4.102 1.161
H18 -4.519 -5.148 -4.672
C15 -0.199 -4.665 0.056
C16 1.393 2.158 3.255
Y1 -0.898 -1.631 1.564
C17 -0.581 0.401 -2.709
H19 -1.350 1.135 -2.511
C18 -2.685 -2.342 -1.513
C19 -0.447 2.378 -0.167
H20 2.039 -2.367 -3.336
H21 3.622 1.244 -0.577
S1 3.438 4.629 -1.917
H22 4.919 3.246 -0.715
C20 -3.688 -1.532 -3.593
C21 1.132 2.091 5.642
H23 -6.320 0.459 -1.555
P1 0.177 0.686 -0.008
C22 -1.113 -4.882 2.137
H24 -0.523 -7.923 0.868
C23 4.120 -0.002 1.689
C24 -4.624 -3.068 -5.188
H25 4.517 4.684 0.210
H26 -6.166 1.107 0.090
C25 -4.323 -1.762 -4.798
C26 -3.340 -2.600 -2.753
H27 1.936 -1.253 -1.147
H28 6.634 -1.156 -0.273
S2 2.441 -2.919 1.156
H29 4.175 -1.145 -0.129
C27 -4.282 -4.138 -4.363
H30 0.817 2.562 6.564
C28 1.261 -0.946 -1.939
C29 6.901 -0.027 1.534
C30 0.321 0.058 -1.706
N3 1.818 0.900 0.447
H31 1.722 5.638 -0.531
H32 2.057 6.548 -2.007
C31 3.077 3.075 0.396
C32 -1.401 4.990 -0.208
C33 -1.246 2.850 0.867
C34 -0.526 -0.239 -3.939
C35 -0.128 -6.037 -0.092
C36 -5.284 -3.310 -6.439
C37 1.310 -1.584 -3.168
H33 0.627 3.783 4.423
H34 0.448 -1.735 -5.130
C38 -4.380 0.772 -0.870
C39 -0.572 -6.845 0.950
C40 1.864 0.851 3.267
C41 -0.140 3.221 -1.238
H35 0.133 -3.984 -0.716
C42 4.091 3.885 -0.400
H36 -0.389 5.164 -2.098
H37 4.399 1.113 3.503
H38 -4.589 -0.936 -5.444
P2 2.312 -0.046 1.766
H39 -1.780 6.005 -0.229
H40 2.213 2.010 -1.263
C43 2.707 1.783 -0.318
H41 -5.337 -1.091 0.910
H42 3.511 2.837 1.372
N4 -3.290 1.080 -1.056
C44 1.957 0.161 4.477
C45 -2.093 -2.095 -0.475
C46 1.027 2.777 4.443

The LUMO energy (spin up / spin down) is 0.0726 / 0.0718 Ha. The HOMO energy (spin up / spin down) comes out at -3.94 / -3.95 eV. The gap between HOMO and LUMO (spin up / spin down) comes out at 5.920 / 5.904 eV. The charge is -1. As for the spin multiplicity: 2.

Here are the Löwdin charges for atoms 1 to 4, given in e: 0.105, 0.076, -0.093, -0.111

4.
C46H42Cl2GeIN2O2Se4TeV | ωB97M-V/def2-TZVPD

CARTESIAN COORDINATES (ANGSTROEM)
C1 -4.381 1.429 6.594
H1 -0.232 -2.566 -2.652
H2 -4.185 6.392 3.855
C2 -2.675 2.861 7.417
H3 -0.725 4.425 6.883
H4 -5.379 2.091 9.121
H5 -1.071 -0.433 -4.053
C3 -3.038 0.235 -4.541
C4 1.650 2.402 0.729
H6 3.151 2.184 -4.720
C5 -3.624 -4.684 0.580
C6 -3.877 1.402 0.612
H7 -5.158 1.435 3.552
H8 -1.368 5.941 0.524
H9 -1.993 -6.925 -1.355
Se1 2.875 -1.368 3.193
H10 -2.182 3.363 8.244
C7 -2.112 -0.421 -3.743
Te1 -2.003 2.649 3.100
N1 0.796 1.376 0.735
H11 3.089 -0.885 -1.725
C8 -4.376 0.262 -4.172
C9 -2.484 -1.059 -2.559
H12 -3.222 -2.589 0.646
H13 -0.082 3.314 5.670
H14 -2.593 5.705 3.459
C10 -5.978 4.525 0.881
C11 0.044 6.135 2.133
C12 -2.171 3.037 6.130
H15 -7.015 5.163 -0.899
H16 -5.235 0.782 6.769
Se2 1.643 -2.629 -0.170
H17 1.557 6.034 3.653
H18 -4.388 -4.626 1.346
C13 1.369 2.046 -3.506
H19 -2.802 1.254 0.674
Ge1 -1.072 -1.953 -1.480
H20 -2.710 0.735 -5.445
H21 -4.168 -1.523 -1.310
H22 -3.780 -6.816 0.358
Se3 2.688 -0.842 1.020
C14 -0.956 3.903 5.953
C15 2.616 -0.054 -2.237
C16 -3.632 5.465 3.696
C17 -3.283 -5.911 0.029
C18 -4.768 -0.380 -3.008
C19 3.273 0.604 -3.293
C20 -5.371 5.192 1.934
C21 -3.744 3.431 2.177
Cl1 1.304 3.996 -5.434
C22 -1.645 -4.809 -1.340
H23 -4.158 1.279 -0.432
O1 2.814 2.387 0.311
H24 -3.619 4.907 4.635
C23 -1.214 2.668 -2.607
C24 -0.002 4.294 0.588
H25 -5.811 -0.369 -2.707
H26 -0.859 -4.877 -2.083
C25 -0.542 1.630 -1.950
H27 -1.100 4.632 5.155
C26 1.085 3.712 1.232
V1 0.402 -0.192 0.022
O2 -1.043 0.930 -1.011
C27 -0.514 5.504 1.030
C28 -0.639 3.380 -3.661
Cl2 -2.806 3.094 -2.075
C29 -4.257 4.668 2.585
C30 0.619 3.083 -4.105
C31 0.788 1.344 -2.436
C32 -1.975 -3.566 -0.803
C33 -4.307 1.887 9.067
H28 -1.206 4.175 -4.125
Se4 1.316 -4.411 1.152
C34 1.124 5.553 2.784
H29 -4.153 0.864 9.416
C35 2.665 1.649 -3.916
C36 -2.800 2.396 5.053
C37 -4.565 0.786 4.200
C38 -7.175 5.107 0.179
C39 -3.784 2.071 7.668
H30 -3.801 2.555 9.764
C40 -2.285 -5.971 -0.931
H31 -0.366 7.072 2.492
H32 -5.763 6.153 2.254
H33 -0.456 3.781 -0.251
H34 -7.390 6.114 0.540
H35 2.491 3.889 2.828
H36 -5.102 0.781 -4.786
I1 -0.957 -1.195 2.156
H37 4.263 0.274 -3.577
C41 -2.973 -3.531 0.171
H38 -3.817 0.299 3.572
N2 1.425 0.300 -1.816
H39 -5.898 2.775 -0.347
H40 -4.345 0.600 1.188
C42 -5.449 3.307 0.486
H41 -8.066 4.496 0.343
C43 1.645 4.349 2.332
C44 -3.902 1.562 5.295
C45 -3.832 -1.029 -2.215
C46 -4.342 2.738 1.112
H42 -5.221 0.022 4.620

The LUMO energy (spin up / spin down) is 0.1325 / 0.1036 Ha. The HOMO energy (spin up / spin down) comes out at -1.81 / -1.92 eV. The gap between HOMO and LUMO (spin up / spin down) comes out at 5.413 / 4.744 eV. The charge is -2. As for the spin multiplicity: 3.

Here are the Löwdin charges for atoms 1 to 4, given in e: -0.027, -0.037, 0.071, -0.031